Computed, not measured: a cluster of 2 separate species, C15H18 in total, with ωB97M-V/def2-TZVPD.

Element x y z (Å)
1 C -1.1517 2.9659 2.3158
2 C -1.0215 2.5887 0.8286
3 C 0.2393 1.9683 0.2824
4 C 0.8903 2.4744 -0.8501
5 C 2.1058 1.9423 -1.2736
6 C 2.5846 0.7618 -0.7349
7 C 1.8306 0.1638 0.2803
8 C 0.7407 0.7846 0.8482
9 H -0.8180 4.0131 2.2773
10 H -0.6168 2.3704 3.0155
11 H -2.1353 3.0366 2.7445
12 H -1.7905 1.8909 0.3997
13 H -1.2741 3.5053 0.2710
14 H 0.5355 3.2996 -1.4664
15 H 2.3875 2.2777 -2.2836
16 H 3.5238 0.2543 -0.8831
17 H 2.1672 -0.7573 0.7150
18 H 0.2345 0.3402 1.6836
19 C -1.6232 -2.2645 1.3404
20 C -0.9602 -2.3880 -0.0081
21 C -1.1853 -1.3125 -0.8498
22 C -0.3474 -1.1309 -1.9907
23 C 0.4291 -2.2219 -2.3455
24 C 0.6286 -3.3386 -1.4969
25 C 0.0488 -3.3171 -0.2498
26 H -1.0924 -1.5175 1.9475
27 H -1.6985 -3.1608 1.9487
28 H -2.6605 -1.8950 1.3903
29 H -1.9821 -0.6472 -0.5634
30 H -0.4543 -0.3394 -2.7211
31 H 0.8886 -2.1562 -3.3166
32 H 1.2820 -4.1521 -1.7726
33 H 0.2950 -4.0389 0.5176

## Properties
LUMO energy = 0.903 eV
relative energy (zero: lowest compared OMol25 entry of this formula, charge and spin) = 23.5 kcal per mole
HOMO = -8.7 eV
gap between HOMO and LUMO = 9.6 eV
charge = 0